# 1
C5H10BNO3 | ωB97M-V/def2-TZVPD

## Properties
SMILES string: CC1=C[C@@H](B(O)O)N(C)O1
HOMO: -7.38 eV
Charge: 0
Multiplicity: 1
Relative energy (zero: lowest compared OMol25 entry of this formula, charge and spin): 65.88 kcal per mole
Gap between HOMO and LUMO: 7.648 eV
Energy: -501.8207 Eh

Structure (XYZ):
```
20
Properties=species:S:1:pos:R:3:forces:R:3
C 2.863079 1.151985 -0.317487 -3.6716 -1.5273 0.7400
C 1.499654 0.557724 -0.080719 0.0505 1.0557 0.1789
C 0.464622 0.979890 0.639924 -0.1641 -0.2094 -0.6513
C -0.626218 -0.025717 0.502559 -1.8238 0.4147 -0.2060
B -2.144110 0.455156 -0.076350 2.5160 1.1794 0.6717
O -2.331159 1.786103 -0.356465 -1.7266 0.4792 -1.3413
O -3.169047 -0.379172 -0.253241 -1.8258 -1.2425 0.4478
N -0.082699 -1.026977 -0.395203 0.6395 -0.5799 -1.0474
C 0.144226 -2.436592 0.070899 0.4571 3.0017 -0.5901
O 1.233166 -0.538394 -0.820727 -0.1102 -0.7392 0.0364
H 3.566542 0.461111 -0.069001 2.3359 -1.8507 0.0273
H 2.910813 1.935491 0.308919 0.4902 2.8169 2.4436
H 2.819033 1.558419 -1.244583 0.7071 0.6972 -3.2118
H 0.267096 1.863156 1.202723 0.5969 0.4435 0.2971
H -0.727557 -0.420715 1.501773 -0.5384 -0.6267 0.6397
H -3.186358 1.898403 -0.905517 2.0693 -0.0387 1.3797
H -4.039341 0.056653 -0.117946 0.8433 -0.5401 -0.4092
H 0.144559 -2.898421 -0.925971 0.1171 -1.0621 1.0396
H 1.121137 -2.437329 0.629037 -0.9398 -0.5642 -0.4340
H -0.727440 -2.540779 0.707376 -0.0227 -1.1077 -0.0107
```
Forces are in eV/Å.

# 2
C28H30Cl16F18O12 | ωB97M-V/def2-TZVPD

## Properties
SMILES string: CCOC(=O)C(F)(F)F.CCOC(=O)C(F)(F)F.CCOC(=O)C(F)(F)F.CCOC(=O)C(F)(F)F.CCOC(=O)C(F)(F)F.CCOC(=O)C(F)(F)F.ClC(Cl)(Cl)Cl.ClC(Cl)(Cl)Cl.ClC(Cl)(Cl)Cl.ClC(Cl)(Cl)Cl
HOMO: -10.96 eV
Charge: 0
Multiplicity: 1
Gap between HOMO and LUMO: 10.905 eV
Energy: -11148.4741 Eh

Structure (XYZ):
```
104
Properties=species:S:1:pos:R:3:forces:R:3
C 0.081668 -4.453966 -4.781596 0.6297 0.1900 1.6231
C 1.556923 -4.174646 -4.577426 -0.2185 0.0723 -0.2701
O 1.836519 -3.140564 -5.531207 1.6256 0.6043 -0.5439
C 3.084865 -2.595896 -5.523519 -2.0825 -0.2652 -0.6254
O 3.975016 -2.826133 -4.789196 0.8322 -0.2566 0.7706
C 3.129715 -1.621436 -6.706628 1.7825 1.2819 -1.3845
F 4.295561 -0.855968 -6.757586 -1.6565 -1.2333 0.6011
F 3.118918 -2.320139 -7.860492 -0.1933 0.1300 0.4845
F 2.107254 -0.773201 -6.710041 0.0285 -0.1292 0.1234
H -0.497564 -3.577698 -4.543230 -0.2065 0.4415 0.0559
H -0.238871 -5.228531 -4.091389 -0.1028 -0.2995 -0.1669
H -0.093845 -4.699334 -5.794998 -0.2326 -0.5274 -0.9851
H 2.176790 -5.054526 -4.730738 0.1091 -0.0535 -0.4446
H 1.869632 -3.780280 -3.630275 -0.3449 0.1002 0.8579
C -2.360101 -2.012907 4.050026 1.8620 -0.1158 -0.1452
C -2.346377 -1.645194 2.559835 1.2052 -0.2533 0.3085
O -2.733050 -2.724077 1.708248 -0.9544 -1.6161 0.9131
C -2.783622 -2.487443 0.441071 0.3729 0.1638 -1.0129
O -2.492317 -1.462273 -0.102163 0.1386 0.4547 -0.3448
C -3.192520 -3.710578 -0.421123 -0.3897 -0.4950 0.6630
F -2.150216 -4.137917 -1.178961 -0.9469 0.4695 0.3496
F -3.581989 -4.741269 0.364929 0.1444 0.5331 -0.8283
F -4.234288 -3.350753 -1.215624 1.1469 -0.6939 0.4000
H -1.604445 -2.831225 4.219792 -0.9496 0.6354 0.0019
H -3.284540 -2.203739 4.597779 -0.1944 -0.2196 -0.7514
H -1.929654 -1.121872 4.539552 -0.0148 -0.2511 -0.1267
H -1.315719 -1.429361 2.184195 -0.6386 0.4025 0.8546
H -2.999609 -0.833562 2.358602 -0.5102 0.9248 -0.2646
C 3.612430 0.366707 -2.239544 1.1922 -1.7756 0.4533
C 4.919000 0.004704 -1.573171 0.8739 1.0430 -0.7761
O 5.858890 1.181805 -1.704188 0.0238 -0.8119 0.6636
C 6.934201 1.123923 -0.924196 0.7413 -2.8581 1.5758
O 7.260253 0.197726 -0.157301 -1.1557 2.4896 -1.8674
C 7.930584 2.274152 -1.198010 -2.3167 0.1049 -1.8898
F 8.652752 1.853981 -2.272434 0.4448 0.4215 1.0318
F 7.209516 3.344554 -1.641339 0.7440 -0.1164 0.4528
F 8.644431 2.631089 -0.167553 0.5483 -0.1721 -0.0936
H 3.022539 0.991349 -1.636616 -0.7013 1.0938 0.6663
H 3.096164 -0.581067 -2.369488 -0.2918 -0.1097 -0.0693
H 3.816534 0.755936 -3.196587 0.0151 0.6847 -1.2025
H 5.404032 -0.871077 -2.005306 0.0876 0.2193 -0.2539
H 4.830274 -0.185389 -0.541418 -0.2526 -0.0542 1.1986
C -4.490237 -0.345420 -2.841464 -0.7453 2.7309 -0.3094
C -5.795400 -1.023227 -2.474695 -0.5785 -1.5973 -0.2640
O -6.604010 -0.237728 -1.560017 -0.9717 0.7376 -1.0198
C -6.323646 -0.281169 -0.295146 0.5059 1.1144 0.3138
O -5.410664 -0.863134 0.183785 0.9727 -1.1179 1.0272
C -7.190002 0.650588 0.603154 -0.5054 -0.4645 -0.1742
F -6.469980 1.120373 1.634103 -0.3253 -0.0100 -0.7271
F -7.722089 1.656352 -0.101745 0.2912 -0.0375 0.4467
F -8.205886 -0.072976 1.120203 0.1726 0.1928 -0.0731
H -4.853801 0.691456 -3.239159 0.9622 -1.3862 0.8755
H -3.996058 -0.751968 -3.750110 -0.1772 -0.2951 0.9923
H -3.827383 -0.187426 -1.922215 -0.7477 -0.4168 -1.5267
H -5.632012 -1.974309 -1.971174 0.0789 0.0884 -0.1033
H -6.503554 -1.250257 -3.318086 0.9225 0.6067 0.5918
C -0.790086 0.423369 7.050960 -1.3088 -2.0285 0.8732
C -0.581142 1.639732 6.249074 1.5081 1.1275 -0.4941
O 0.865222 1.910359 5.929074 0.0926 -0.8263 0.1620
C 1.531244 1.121881 5.056377 -1.4631 1.3807 1.6844
O 1.043614 0.346862 4.305623 -0.2313 -0.7902 -0.5861
C 3.042863 1.382248 5.083438 0.0730 -0.7944 1.4906
F 3.510014 2.109889 6.135206 -0.6071 -0.2465 -1.0971
F 3.653947 0.188525 5.161614 0.1053 0.0693 -0.1137
F 3.336532 1.940416 3.944413 0.8379 0.8654 -0.8361
H -0.242008 0.329006 7.999668 -0.0563 0.5013 -0.3447
H -0.591514 -0.491957 6.495168 0.3293 0.0290 -0.2220
H -1.889628 0.291592 7.297697 1.0883 0.5666 -0.1781
H -0.810539 2.528543 6.836806 -0.2188 0.0085 -0.3493
H -1.105663 1.609432 5.301567 -0.2189 0.1158 -0.0592
C -0.602049 -0.194198 -3.043123 0.9328 -1.0965 -1.6788
C -0.072302 -0.083511 -1.670356 0.0826 0.0213 2.3653
O -0.962398 0.843999 -0.967424 0.2275 0.5958 1.3814
C -0.573864 1.167027 0.302219 0.6729 -1.3784 -3.4208
O 0.432162 0.742920 0.792393 -0.2917 0.3320 0.8143
C -1.549688 2.144956 0.905675 0.4741 0.7873 -1.8729
F -1.562479 1.929458 2.180275 -0.4715 0.5206 1.6845
F -1.167426 3.439013 0.604119 -0.3197 -1.1855 0.7361
F -2.741596 1.957369 0.359974 -0.5680 0.2495 0.4595
H -0.238557 -1.171187 -3.527779 -0.3279 1.5182 0.5648
H -0.344478 0.663651 -3.671256 0.0350 -0.1932 -0.0157
H -1.675781 -0.267496 -2.997108 -0.3905 -0.0496 0.0780
H 0.937201 0.296353 -1.412205 -0.3562 -0.3847 -1.0435
H -0.176581 -1.049946 -1.149492 0.0988 0.2777 -0.1008
Cl 2.660543 -3.558749 -0.264204 -0.4972 -0.1681 -0.6699
C 3.279628 -2.814655 1.200944 -0.5792 0.2580 -0.0561
Cl 4.925073 -2.366194 0.867826 0.6883 -0.0294 0.4894
Cl 2.332414 -1.398213 1.634296 -0.0490 0.4040 -0.2604
Cl 3.064061 -3.955541 2.498741 0.4822 -0.5772 0.5730
Cl 2.290668 2.922637 0.917203 0.0856 0.6221 -0.3705
C 3.663324 4.076162 0.883665 -0.3500 -0.2477 0.3915
Cl 5.068549 3.110960 1.229522 0.9091 -0.3579 0.0256
Cl 3.861195 4.924906 -0.637179 -0.2511 -0.1853 -0.1828
Cl 3.484323 5.266499 2.170384 -0.2631 0.1429 0.1599
Cl 2.477205 3.597342 -3.612873 -0.1387 0.2408 0.6776
C 1.104411 4.688555 -3.591440 -0.8643 0.8445 -0.4437
Cl 1.689921 6.417276 -3.929959 -0.5380 -1.5281 0.4815
Cl 0.020273 4.149689 -4.886580 0.1097 0.2728 -0.4867
Cl 0.007743 4.657309 -2.146566 1.4294 0.0593 -0.2219
Cl -7.154258 2.119296 6.393797 -0.4028 -0.1564 0.1722
C -5.625769 2.842683 5.923794 -0.0324 -0.5297 0.3833
Cl -5.827654 3.742744 4.477394 -0.1823 0.8693 -0.8773
Cl -5.064766 3.873112 7.241464 0.2592 -0.0753 -0.0376
Cl -4.492918 1.530817 5.559056 0.4068 -0.1502 0.3193
```
Forces are in eV/Å.

# 3
CH2O3 | ωB97M-V/def2-TZVPD

## Properties
HOMO: -9.31 eV
Charge: 0
Multiplicity: 1
Relative energy (zero: lowest compared OMol25 entry of this formula, charge and spin): 171.33 kcal per mole
Gap between HOMO and LUMO: 8.532 eV
Energy: -264.7832 Eh

Structure (XYZ):
```
6
Properties=species:S:1:pos:R:3:forces:R:3
C 0.557460 -0.503139 -0.191815 -0.3660 3.0400 -2.8072
O -0.787581 -0.000825 0.459021 3.9384 0.6678 2.0249
O 1.578327 -0.565890 0.346194 0.7409 -1.3054 3.2878
O -1.861249 0.463898 -0.368937 0.4192 0.2215 -0.3975
H 0.761530 -0.165284 -1.224618 -2.3024 -0.8772 -0.8666
H -0.248485 0.771242 0.980153 -2.4302 -1.7468 -1.2413
```
Forces are in eV/Å.